(1)
Entry from the Open Molecules 2025 dataset: a cluster of 2 separate species, C4H12O in total (ωB97M-V/def2-TZVPD).

The geometry in XYZ format:
```
17
C4H12O, DFT ωB97M-V/def2-TZVPD
C 1.030 0.175 1.320
C 1.325 0.474 -0.147
C 1.528 -0.806 -0.952
H 1.634 -0.675 1.646
H 1.268 1.016 1.964
H -0.012 -0.100 1.465
H 0.469 0.998 -0.594
H 2.161 1.155 -0.259
H 1.566 -0.607 -2.028
H 0.682 -1.464 -0.756
H 2.410 -1.325 -0.590
C -2.510 0.386 0.061
O -2.114 -0.751 -0.671
H -3.244 0.978 -0.492
H -1.710 1.031 0.433
H -2.969 0.003 0.980
H -1.514 -0.487 -1.381
```

Output
HOMO in eV: -10.527
Energy above the lowest of the compared OMol25 structures with the same formula, charge and spin in eV: 0.567
E in hartree: -234.81179
SMILES: CCC.CO
LUMO in eV: 1.0
Net charge: 0
F_max in eV/Å: 0.90
2S+1: 1

(2)
Entry from the Open Molecules 2025 dataset: a cluster of 2 separate species, C4H12O in total (ωB97M-V/def2-TZVPD).

The geometry in XYZ format:
```
17
C4H12O, DFT ωB97M-V/def2-TZVPD
C 0.181 -1.386 0.596
C 0.041 -0.950 2.110
O 1.421 -1.078 0.167
H 0.012 -2.499 0.641
H -0.546 -1.085 -0.150
H -0.921 -1.331 2.461
H 2.118 -1.538 0.680
H 0.039 0.134 2.060
H 0.755 -1.470 2.740
C -0.134 2.052 -1.454
C -1.446 1.262 -1.453
H 0.464 1.873 -0.552
H 0.534 1.730 -2.249
H -0.334 3.119 -1.511
H -1.773 1.096 -2.475
H -2.239 1.773 -0.921
H -1.343 0.321 -0.923
```

Output
HOMO (alpha / beta) in eV: -15.122 / -15.120
Energy above the lowest of the compared OMol25 structures with the same formula, charge and spin in eV: 0.301
E in hartree: -234.42951
LUMO (alpha / beta) in eV: -3.9 / -10.1
Net charge: +1
F_max in eV/Å: 1.23
2S+1: 2

(3)
Entry from the Open Molecules 2025 dataset: a cluster of 2 separate species, C4H12O2 in total (ωB97M-V/def2-TZVPD).

The geometry in XYZ format:
```
18
C4H12O2, DFT ωB97M-V/def2-TZVPD
C -2.432 0.516 -3.677
C -3.547 0.956 -2.696
O -3.047 0.879 -1.396
H -2.693 1.016 -4.624
H -2.405 -0.573 -3.850
H -1.426 0.848 -3.369
H -3.894 1.974 -2.960
H -4.386 0.257 -2.877
H -3.756 0.446 -0.877
C 2.664 -0.156 2.206
C 3.066 -0.823 3.549
O 3.579 -2.134 3.242
H 2.502 0.918 2.398
H 1.713 -0.601 1.870
H 3.407 -0.261 1.397
H 3.920 -0.375 4.092
H 2.184 -0.785 4.217
H 4.552 -2.100 3.354
```

Output
HOMO in eV: -10.197
Energy above the lowest of the compared OMol25 structures with the same formula, charge and spin in eV: 1.080
E in hartree: -310.03325
SMILES: CCO.CCO
LUMO in eV: 0.9
Net charge: 0
F_max in eV/Å: 1.93
2S+1: 1

(4)
Entry from the Open Molecules 2025 dataset: a cluster of 2 separate species, C4H12O2 in total (ωB97M-V/def2-TZVPD).

The geometry in XYZ format:
```
18
C4H12O2, DFT ωB97M-V/def2-TZVPD
C 0.811 -4.633 1.213
O 1.310 -4.924 2.512
C 0.679 -6.066 3.103
H 1.277 -3.674 0.929
H -0.283 -4.500 1.236
H 1.058 -5.385 0.444
H -0.419 -5.964 3.076
H 0.994 -6.213 4.150
H 0.964 -6.959 2.521
C -0.553 5.005 -1.011
O -0.686 6.121 -1.830
C -0.877 5.826 -3.192
H 0.457 4.630 -1.245
H -1.288 4.228 -1.282
H -0.618 5.186 0.075
H -1.452 6.673 -3.604
H -1.452 4.899 -3.356
H 0.077 5.750 -3.740
```

Output
HOMO in eV: -9.710
Energy above the lowest of the compared OMol25 structures with the same formula, charge and spin in eV: 1.835
E in hartree: -310.00547
SMILES: COC.COC
LUMO in eV: 1.1
Net charge: 0
F_max in eV/Å: 1.59
2S+1: 1

(5)
Entry from the Open Molecules 2025 dataset: a cluster of 2 separate species, C4H12O2 in total (ωB97M-V/def2-TZVPD).

The geometry in XYZ format:
```
18
C4H12O2, DFT ωB97M-V/def2-TZVPD
C -3.731 -0.940 2.765
C -2.404 -0.472 2.191
O -2.226 -0.504 0.744
H -4.530 -0.891 2.090
H -3.899 -0.524 3.723
H -3.572 -1.989 3.073
H -2.063 0.439 2.655
H -1.734 -1.202 2.719
H -3.064 -1.092 0.509
C 3.665 0.384 -1.678
C 2.802 1.427 -2.460
O 1.884 0.860 -3.635
H 4.688 0.638 -1.572
H 3.534 -0.642 -2.076
H 3.168 0.384 -0.745
H 2.094 1.972 -1.835
H 3.244 2.204 -3.089
H 2.143 -0.052 -3.379
```

Output
HOMO in eV: -10.017
Energy above the lowest of the compared OMol25 structures with the same formula, charge and spin in eV: 2.435
E in hartree: -309.98345
SMILES: CCO.CCO
LUMO in eV: 0.9
Net charge: 0
F_max in eV/Å: 4.22
2S+1: 1

(6)
Entry from the Open Molecules 2025 dataset: a cluster of 2 separate species, C4H12O2S in total (ωB97M-V/def2-TZVPD).

The geometry in XYZ format:
```
19
C4H12O2S, DFT ωB97M-V/def2-TZVPD
O 0.658 -0.663 0.698
C 1.109 -0.335 -0.634
C 0.988 1.140 -0.921
C -0.376 1.786 -0.554
C -1.583 0.857 -0.775
S -3.167 1.709 -0.515
H 1.313 -1.260 1.028
H 2.118 -0.722 -0.748
H 0.454 -0.849 -1.344
H 1.147 1.224 -1.997
H 1.715 1.737 -0.365
H -0.435 2.596 -1.289
H -0.430 2.256 0.424
H -1.621 0.535 -1.814
H -1.418 0.001 -0.126
H -3.702 0.921 0.461
O 1.414 -3.562 2.951
H 0.813 -4.140 3.364
H 1.002 -3.232 2.158
```

Output
HOMO in eV: -8.893
Energy above the lowest of the compared OMol25 structures with the same formula, charge and spin in eV: 0.539
E in hartree: -708.23909
SMILES: OCCCCS.O
LUMO in eV: 0.6
Net charge: 0
F_max in eV/Å: 1.95
2S+1: 1

- What is the formula in the sixth record?
  C4H12O2S

- What is the F_max in the fifth record?
  4.22 eV/Å

- The highest energy above the lowest of the compared OMol25 structures with the same formula, charge and spin belongs to which entry?
  number 5

Copy entry 3 word for word.
Entry from the Open Molecules 2025 dataset: a cluster of 2 separate species, C4H12O2 in total (ωB97M-V/def2-TZVPD).

The geometry in XYZ format:
```
18
C4H12O2, DFT ωB97M-V/def2-TZVPD
C -2.432 0.516 -3.677
C -3.547 0.956 -2.696
O -3.047 0.879 -1.396
H -2.693 1.016 -4.624
H -2.405 -0.573 -3.850
H -1.426 0.848 -3.369
H -3.894 1.974 -2.960
H -4.386 0.257 -2.877
H -3.756 0.446 -0.877
C 2.664 -0.156 2.206
C 3.066 -0.823 3.549
O 3.579 -2.134 3.242
H 2.502 0.918 2.398
H 1.713 -0.601 1.870
H 3.407 -0.261 1.397
H 3.920 -0.375 4.092
H 2.184 -0.785 4.217
H 4.552 -2.100 3.354
```

Output
HOMO in eV: -10.197
Energy above the lowest of the compared OMol25 structures with the same formula, charge and spin in eV: 1.080
E in hartree: -310.03325
SMILES: CCO.CCO
LUMO in eV: 0.9
Net charge: 0
F_max in eV/Å: 1.93
2S+1: 1